ORCA calculation (ωB97M-V/def2-TZVPD) on a 2-piece molecular cluster, C2H6F2P overall.

ΔE to the lowest compared entry with this formula, charge and spin in kcal/mol: 40.8
Net charge: +1
Kohn-Sham gap in eV: 7.63
Molar mass in g/mol: 99.04
Electronic energy in eV: -16885.8823

Last column: Löwdin charge in e.
Cartesian coordinates (Å):
C1 0.735549 -0.529319 2.196114  -0.09
H1 0.335755 0.804701 -2.944031  0.10
H2 0.114965 -1.243178 2.877365  0.12
H3 -0.434077 -0.823799 -2.174960  0.12
H4 1.042585 0.226081 2.916034  0.07
F1 0.029106 -0.001840 1.122806  -0.15
F2 -2.553376 0.460648 -0.965865  -0.25
H5 0.666675 0.424047 -1.412937  0.02
P1 -1.390853 1.457437 -1.434879  1.27
C2 -0.157496 0.292091 -2.041150  -0.28
H6 1.611167 -1.066869 1.861505  0.07

Atoms 1-2, force components in eV/Å:
-0.5261 -1.5395 2.6060
-0.9892 -0.7592 0.5402